#w
Density functional theory data (ωB97M-V/def2-TZVPD) for C3H10NS as an isolated structure.

Summary:
Gap between HOMO and LUMO = 6.75 eV
Spin multiplicity = 1
Charge = +1
LUMO level = -6.6 eV
HOMO level = -13.39 eV

```
15
C3H10NS ωB97M-V/def2-TZVPD
S 0.3178 0.3575 0.2701
N -2.5003 0.8035 0.2256
C 1.9538 1.0238 -1.2703
C -1.6368 0.0925 0.9933
C 1.2002 -1.6998 0.3266
H -3.2000 1.4069 0.5801
H -2.6715 0.5846 -0.7561
H 1.3715 1.8973 -1.2698
H -1.2583 0.4225 2.1145
H 1.1171 -1.9780 1.4495
H 0.3531 -2.0762 -0.3510
H 2.1925 -1.3506 0.0468
H -1.9389 -0.9320 1.0323
H 3.0107 1.2171 -1.3646
H 1.6892 0.2310 -2.0270
```

Charges per atom according to natural (NBO) partitioning, unit e:
1. S -0.06
2. N -0.79
3. C -0.30
4. C -0.08
5. C -0.49
6. H 0.42
7. H 0.41
8. H 0.21
9. H 0.28
10. H 0.24
11. H 0.25
12. H 0.23
13. H 0.22
14. H 0.24
15. H 0.22

***

#x
Density functional theory data (ωB97M-V/def2-TZVPD) for a 2-piece molecular cluster, C3H10NS overall.

Summary:
Gap between HOMO and LUMO = 8.58 eV
Spin multiplicity = 1
Charge = +1
LUMO level = -4.8 eV
HOMO level = -13.34 eV

```
15
C3H10NS ωB97M-V/def2-TZVPD
S -2.9726 0.1948 -0.3889
N 0.5266 0.3086 0.0581
C 1.3973 -0.4345 0.6479
C 1.5991 -1.7126 0.1117
C 0.1463 1.6239 0.4737
H 2.7187 -1.7438 -0.1826
H 1.7235 -2.4974 0.9297
H -3.3456 0.1341 -1.7370
H 0.0491 1.6635 1.6474
H 1.9265 -0.1500 1.5919
H 0.9543 2.3756 0.3127
H 0.9810 -2.0675 -0.6833
H -0.8226 1.9850 0.1188
H -4.2472 -0.1917 0.1084
H -0.1734 -0.0236 -0.5380
```

Charges per atom according to natural (NBO) partitioning, unit e:
1. S -0.40
2. N -0.42
3. C 0.30
4. C -0.72
5. C -0.47
6. H 0.30
7. H 0.29
8. H 0.19
9. H 0.23
10. H 0.26
11. H 0.25
12. H 0.26
13. H 0.27
14. H 0.22
15. H 0.44

***

Short version: #x is the most stable of them.

***

#w
Density functional theory data (ωB97M-V/def2-TZVPD) for a 2-piece molecular cluster, C5H16N2O overall.

Summary:
Gap between HOMO and LUMO = 10.79 eV
Spin multiplicity = 1
Charge = +2
LUMO level = -8.2 eV
HOMO level = -19.00 eV

```
24
C5H16N2O ωB97M-V/def2-TZVPD
O 3.0598 1.4984 0.8467
N -2.6750 -0.0915 -0.3886
N 1.5223 0.4179 -1.0310
C -1.7800 -0.3279 1.8371
C -1.3109 -0.0519 0.4384
C -0.3465 -1.0720 -0.1259
C 1.1442 -0.6796 -0.2367
C 1.5695 0.5018 -2.3310
H 2.1154 1.2060 -0.5114
H -2.4509 0.5044 1.9039
H 1.0327 -0.1254 -3.0431
H -1.1022 -0.3198 2.6377
H -3.3690 -0.5597 0.1538
H 1.5447 -0.5731 0.8432
H 2.0587 1.2043 -2.9899
H 3.5949 0.7726 1.3504
H 1.6937 -1.5674 -0.4658
H 3.5597 2.4006 1.1520
H -0.8300 0.9418 0.3828
H -2.3277 -1.2581 2.0782
H -0.3621 -2.0314 0.6165
H -0.7941 -1.4267 -1.2411
H -2.9835 0.9121 -0.4330
H -2.5638 -0.2756 -1.4430
```

Charges per atom according to natural (NBO) partitioning, unit e:
1. O -1.01
2. N -0.71
3. N -0.44
4. C -0.66
5. C -0.04
6. C -0.43
7. C -0.29
8. C 0.14
9. H 0.51
10. H 0.22
11. H 0.22
12. H 0.27
13. H 0.46
14. H 0.26
15. H 0.25
16. H 0.52
17. H 0.27
18. H 0.54
19. H 0.23
20. H 0.25
21. H 0.28
22. H 0.22
23. H 0.45
24. H 0.46

***

#x
Density functional theory data (ωB97M-V/def2-TZVPD) for a 2-piece molecular cluster, C5H16N2O overall.

Summary:
Gap between HOMO and LUMO = 11.70 eV
Spin multiplicity = 1
Charge = +2
LUMO level = -6.5 eV
HOMO level = -18.18 eV

```
24
C5H16N2O ωB97M-V/def2-TZVPD
O 1.7880 1.4535 1.8773
N 2.8030 -1.1629 -1.0308
N -2.5396 1.0728 0.6430
C -0.6102 0.6072 -0.9114
C -1.7489 -1.2693 0.3117
C 1.3205 -0.9849 -1.2066
C 0.8465 0.2255 -0.9176
C -1.3442 0.1681 0.4249
H -0.5790 1.7027 -0.8891
H -1.7656 -1.7889 -0.6543
H -1.1571 -1.9662 0.9133
H 1.4954 2.3013 2.2020
H 2.9939 -2.1466 -1.1679
H -3.4347 0.6073 0.7558
H -1.1300 0.0928 -1.7144
H 3.2844 -0.5797 -1.7110
H 2.5960 1.2162 2.3658
H 1.5844 0.9732 -0.6472
H -2.4375 1.6909 1.4480
H 0.8126 -1.8350 -1.6339
H -2.7529 -1.5795 0.6389
H -2.5659 1.7183 -0.1476
H -0.5785 0.3084 1.1855
H 3.1192 -0.8253 -0.1346
```

Charges per atom according to natural (NBO) partitioning, unit e:
1. O -0.98
2. N -0.68
3. N -0.67
4. C -0.45
5. C -0.70
6. C -0.07
7. C -0.12
8. C -0.06
9. H 0.24
10. H 0.25
11. H 0.27
12. H 0.49
13. H 0.46
14. H 0.46
15. H 0.26
16. H 0.46
17. H 0.50
18. H 0.24
19. H 0.46
20. H 0.25
21. H 0.26
22. H 0.45
23. H 0.26
24. H 0.45

***

Short version: #x is the most stable of them.

***

#w
Density functional theory data (ωB97M-V/def2-TZVPD) for a 2-piece molecular cluster, C2HNO2S overall.

Summary:
Gap between HOMO and LUMO = 11.09 eV
Spin multiplicity = 1
Charge = 0
LUMO level = 0.1 eV
HOMO level = -10.96 eV

```
7
C2HNO2S ωB97M-V/def2-TZVPD
S -2.4015 -0.9966 -0.1697
O -4.2247 0.9664 0.2009
O 0.8015 0.4093 0.7182
N 0.2081 1.3846 0.0452
C -0.2753 2.3817 -0.3009
C -3.4219 0.1565 -0.0025
H 0.7688 -0.2542 0.0207
```

Charges per atom according to natural (NBO) partitioning, unit e:
1. S -0.02
2. O -0.44
3. O -0.45
4. N -0.26
5. C 0.21
6. C 0.45
7. H 0.49

***

#x
Density functional theory data (ωB97M-V/def2-TZVPD) for a 2-piece molecular cluster, C2HNO2S overall.

Summary:
Gap between HOMO and LUMO = 10.10 eV
Spin multiplicity = 1
SMILES = N=C=S.O=C=O
Charge = 0
LUMO level = 0.3 eV
HOMO level = -9.79 eV

```
7
C2HNO2S ωB97M-V/def2-TZVPD
S 1.2762 -3.1017 -1.0950
O 2.7349 0.4584 1.5380
O 1.1420 2.0020 1.0324
N 0.1219 -0.6247 -0.7139
C 0.7092 -1.6892 -0.9074
C 2.0168 1.3096 1.2640
H 0.5955 0.2438 -0.8491
```

Charges per atom according to natural (NBO) partitioning, unit e:
1. S 0.09
2. O -0.50
3. O -0.51
4. N -0.69
5. C 0.20
6. C 1.01
7. H 0.40

***

#y
Density functional theory data (ωB97M-V/def2-TZVPD) for one molecule with the formula C2HNO2S.

Summary:
Gap between HOMO and LUMO = 9.00 eV
Spin multiplicity = 1
SMILES = O=c1s/c1=N\O
Charge = 0
LUMO level = -0.7 eV
HOMO level = -9.71 eV

```
7
C2HNO2S ωB97M-V/def2-TZVPD
S 1.1537 1.2638 -0.5334
O 1.3970 -1.2578 -1.8820
O -1.5602 0.1817 1.3623
N -0.9552 -0.4859 0.3717
C 0.1121 -0.0977 -0.1066
C 1.0079 -0.4844 -1.0829
H -1.1552 0.8803 1.8709
```

Charges per atom according to natural (NBO) partitioning, unit e:
1. S 0.11
2. O -0.44
3. O -0.54
4. N -0.04
5. C -0.08
6. C 0.51
7. H 0.47

***

Short version: #x is the most stable of them.

***

#w
Density functional theory data (ωB97M-V/def2-TZVPD) for C24H29N3O5S as an isolated structure.

Summary:
Gap between HOMO and LUMO = 8.24 eV
Spin multiplicity = 1
Charge = 0
LUMO level = 0.2 eV
HOMO level = -8.04 eV

```
62
C24H29N3O5S ωB97M-V/def2-TZVPD
S 0.1408 3.5265 -2.0080
O -1.4446 -0.8251 0.0662
O 3.9276 -2.5458 -2.3184
O 1.5502 3.6461 -1.6755
O -0.3855 4.7624 -2.6194
O 1.6195 -3.4394 1.8578
N 0.1657 -2.0691 0.8477
N -2.8888 0.9169 2.3634
N -2.4607 -1.6627 2.8549
C -4.0702 -1.2515 2.5862
C 1.4236 -1.4668 -0.0769
C 1.3074 2.4994 -4.3587
C 3.0535 -1.8229 -1.8109
C 4.6816 -4.2781 -0.6609
C -2.3964 0.6416 3.4950
C 3.1685 -0.4236 -1.7547
C 3.9556 -3.8648 -2.0733
C -1.7717 -2.3358 1.7476
C -1.1723 -1.7055 0.6494
C 0.2772 -2.9729 1.6646
C -2.3383 2.4744 -1.0016
C -0.1313 2.8571 0.3960
C -2.7266 2.0190 0.1836
C -0.8522 3.0451 -0.7030
C 2.1632 -2.3680 -0.8034
C 1.2497 -0.2197 -0.2983
C 2.2708 0.2814 -1.1008
C -4.0171 -0.0358 1.6611
C -1.7835 -0.8041 3.5075
C -2.2895 1.6630 1.3895
C 0.2649 2.2455 -3.3735
C -0.8650 -3.3827 2.4283
C -1.0846 2.0840 1.6097
H -0.9906 -4.2528 2.3735
H -3.6874 1.7288 0.0500
H -0.7609 -0.4204 2.9806
H 0.6709 0.5613 0.0949
H 4.0645 -3.9439 0.1630
H 2.3553 1.2771 -1.1611
H 4.8800 -5.1890 -0.4581
H -4.3587 -1.1348 3.6285
H -2.4587 3.0441 -1.8477
H -1.6576 -0.8249 4.5070
H 3.0002 -4.4709 -2.1015
H 2.3657 2.6826 -3.6306
H -3.9233 -0.2564 0.6749
H 5.5860 -3.8306 -0.7369
H 4.5270 -4.2624 -2.8302
H -0.6088 -3.0792 3.7103
H 3.8879 -0.2105 -2.1979
H 0.3835 1.2763 -2.6688
H 0.8383 3.1478 0.7206
H -0.7555 2.0946 -3.5286
H -3.3214 0.8465 4.1200
H -2.6212 -3.0678 1.2070
H 0.9122 3.3984 -4.6395
H -1.7082 1.5129 3.7685
H -4.4982 -2.0798 2.0156
H -0.3407 1.9509 2.5142
H 1.9963 -3.4895 -0.6130
H 1.1698 1.6497 -5.1699
H -4.9340 0.3457 1.8957
```

Charges per atom according to natural (NBO) partitioning, unit e:
1. S 2.11
2. O -0.49
3. O -0.45
4. O -0.98
5. O -0.96
6. O -0.74
7. N -0.47
8. N -0.43
9. N -0.45
10. C -0.21
11. C 0.35
12. C -0.65
13. C 0.37
14. C -0.62
15. C -0.21
16. C -0.24
17. C -0.06
18. C -0.14
19. C 0.66
20. C 0.63
21. C -0.18
22. C -0.14
23. C -0.20
24. C -0.39
25. C -0.39
26. C -0.35
27. C -0.15
28. C -0.24
29. C -0.23
30. C 0.16
31. C -0.58
32. C -0.37
33. C -0.25
34. H 0.19
35. H 0.20
36. H 0.18
37. H 0.25
38. H 0.23
39. H 0.22
40. H 0.20
41. H 0.22
42. H 0.26
43. H 0.18
44. H 0.17
45. H 0.26
46. H 0.22
47. H 0.20
48. H 0.18
49. H 0.25
50. H 0.18
51. H 0.21
52. H 0.25
53. H 0.22
54. H 0.18
55. H 0.22
56. H 0.23
57. H 0.24
58. H 0.22
59. H 0.22
60. H 0.27
61. H 0.24
62. H 0.19

***

#x
Density functional theory data (ωB97M-V/def2-TZVPD) for one molecule with the formula C24H29N3O5S.

Summary:
Gap between HOMO and LUMO = 7.69 eV
Spin multiplicity = 1
SMILES = COc1ccc(/C=C/C(=O)N2CCN(c3ccccc3)CC2)cc1S(=O)(=O)N1CCOCC1
Charge = 0
LUMO level = 0.0 eV
HOMO level = -7.72 eV

```
62
C24H29N3O5S ωB97M-V/def2-TZVPD
S 2.9661 -0.1440 2.8809
O 1.5967 0.1646 3.1814
O 5.1765 -1.7444 1.6888
O 4.7689 2.4348 0.1853
O 3.7581 -0.7988 3.8732
O -1.8987 -2.4600 -2.7568
N -3.0881 -1.0043 -1.5182
N 3.6946 1.3068 2.5425
N -4.6265 1.2339 -2.3996
C -1.9462 -1.6865 -1.8110
C -3.2199 0.1568 -0.6698
C 2.9553 2.2860 1.7827
C 4.0573 -1.8470 0.9417
C -8.2124 2.0619 -2.4736
C 1.6400 -1.8832 -0.5207
C -3.4682 1.3947 -1.5549
C 5.4725 1.4071 0.8495
C -6.9569 1.6440 -2.8627
C -0.7903 -1.5052 -0.9080
C -5.8910 1.6096 -1.9558
C 2.7626 -2.5957 -0.9491
C 3.9439 -2.5914 -0.2340
C 3.3739 2.2646 0.3097
C -7.4015 2.4616 -0.2690
C -4.2440 -1.1877 -2.3724
C 0.4158 -1.9365 -1.2937
C 6.2836 -2.5631 1.3799
C 2.9405 -1.1225 1.3663
C 5.1227 1.3560 2.3419
C -8.4484 2.4720 -1.1717
C 1.7618 -1.1461 0.6599
C -6.1419 2.0352 -0.6483
C -4.4762 0.0614 -3.2366
H -9.0136 2.0761 -3.1983
H 2.7014 -3.1766 -1.8576
H -0.9505 -1.0915 0.0739
H 6.5318 1.6303 0.7117
H 7.0109 -2.3737 2.1670
H -4.0603 -2.0599 -3.0008
H -6.7964 1.3615 -3.8919
H -3.5688 2.2930 -0.9468
H -5.3597 -0.0884 -3.8527
H 6.0119 -3.6220 1.3853
H -3.6112 0.2105 -3.8917
H 5.5440 0.4709 2.8159
H -2.5997 1.5243 -2.2125
H 4.7803 -3.1668 -0.5979
H 3.1662 3.2759 2.2034
H 0.9393 -0.5767 1.0606
H -2.3281 0.3159 -0.0683
H 5.5063 2.2565 2.8353
H 0.4882 -2.3889 -2.2755
H -5.3594 2.0327 0.0946
H 5.2389 0.4434 0.3746
H -4.0770 0.0022 -0.0038
H 3.0704 1.3112 -0.1529
H -9.4313 2.7988 -0.8690
H 6.7195 -2.2986 0.4109
H -7.5636 2.7802 0.7508
H -5.1228 -1.3623 -1.7414
H 2.9194 3.0930 -0.2361
H 1.8973 2.0595 1.9049
```

Charges per atom according to natural (NBO) partitioning, unit e:
1. S 2.33
2. O -0.95
3. O -0.49
4. O -0.52
5. O -0.92
6. O -0.64
7. N -0.43
8. N -0.68
9. N -0.46
10. C 0.65
11. C -0.23
12. C -0.26
13. C 0.32
14. C -0.18
15. C -0.13
16. C -0.22
17. C -0.08
18. C -0.28
19. C -0.31
20. C 0.26
21. C -0.12
22. C -0.31
23. C -0.09
24. C -0.17
25. C -0.25
26. C -0.10
27. C -0.25
28. C -0.32
29. C -0.26
30. C -0.26
31. C -0.16
32. C -0.31
33. C -0.22
34. H 0.21
35. H 0.22
36. H 0.20
37. H 0.20
38. H 0.21
39. H 0.25
40. H 0.21
41. H 0.21
42. H 0.21
43. H 0.19
44. H 0.20
45. H 0.25
46. H 0.20
47. H 0.23
48. H 0.21
49. H 0.24
50. H 0.21
51. H 0.20
52. H 0.23
53. H 0.21
54. H 0.16
55. H 0.20
56. H 0.17
57. H 0.21
58. H 0.18
59. H 0.21
60. H 0.20
61. H 0.20
62. H 0.24

***

Short version: #x is the most stable of them.